{"formula": "C18H36N5O", "method": "wB97M-V/def2-TZVPD", "species": ["H", "N", "C", "C", "C", "C", "N", "N", "N", "C", "N", "C", "C", "C", "C", "C", "C", "C", "C", "C", "C", "C", "C", "O", "C", "H", "H", "H", "H", "H", "H", "H", "H", "H", "H", "H", "H", "H", "H", "H", "H", "H", "H", "H", "H", "H", "H", "H", "H", "H", "H", "H", "H", "H", "H", "H", "H", "H", "H", "H"], "coordinates": [[1.949660, 4.817154, -5.725651], [0.939920, 4.514458, -5.821997], [0.930482, 3.217294, -5.368458], [-0.455965, 2.291358, -5.277497], [2.361641, 2.537637, -4.832736], [2.324869, 2.654421, -3.197787], [1.601785, 3.881413, -2.664712], [1.742950, 3.640510, -1.285716], [2.434139, 2.447001, -0.976614], [2.643963, 2.007190, 0.468793], [2.846231, 1.751064, -2.102137], [3.609776, 0.458208, -2.287204], [2.948315, -0.841283, -1.528448], [1.432022, -1.187940, -2.101963], [0.490356, -1.557450, -0.809952], [0.801173, -3.112201, -0.329535], [0.447696, -3.235741, 1.285380], [-1.153035, -3.590665, 1.554499], [-2.109491, -2.282449, 1.270912], [-3.232257, -2.024901, 2.439017], [-2.553059, -1.713022, 3.915039], [-3.765502, -0.996695, 4.815258], [-3.845508, 0.632762, 4.590244], [-2.920244, 1.393254, 5.459308], [-1.934173, 2.025335, 4.559930], [-1.102414, 2.806650, -4.417182], [-0.216932, 1.201923, -4.866030], [-1.008670, 2.286465, -6.311581], [2.436359, 1.405302, -5.193065], [3.268703, 3.105268, -5.338881], [2.573179, 2.984836, 1.122465], [1.741779, 1.296869, 0.787305], [3.689535, 1.476324, 0.516576], [4.742135, 0.554421, -1.946067], [3.647207, 0.176833, -3.445198], [2.924632, -0.639589, -0.367827], [3.596591, -1.801796, -1.716307], [0.984721, -0.318980, -2.745898], [1.511160, -2.159357, -2.790963], [0.762502, -0.865402, 0.121385], [-0.670720, -1.396069, -1.020021], [0.080342, -3.831633, -0.927900], [1.932914, -3.411714, -0.551513], [0.672685, -2.237931, 1.873804], [1.099727, -4.110663, 1.767683], [-1.406841, -4.490141, 0.812934], [-1.290404, -3.940399, 2.664625], [-2.599502, -2.436712, 0.214815], [-1.454725, -1.306051, 1.203128], [-3.822663, -1.044005, 2.125395], [-3.965458, -2.940538, 2.472478], [-1.598936, -1.036077, 3.870213], [-2.268342, -2.734154, 4.458828], [-3.583363, -1.326428, 5.925274], [-4.769426, -1.527708, 4.448584], [-3.605492, 0.888047, 3.461332], [-4.976243, 0.976087, 4.751982], [-1.329365, 1.260368, 3.894034], [-2.399096, 2.846352, 3.843625], [-1.131325, 2.562888, 5.253994]], "forces_ev_per_angstrom": [[-1.349, -0.096, -0.229], [1.097, -5.756, 2.137], [0.025, 2.778, -1.056], [0.857, 0.858, 1.109], [-0.520, -0.742, 0.013], [-0.629, 1.148, 0.727], [4.264, -7.204, 3.433], [1.250, -2.192, -1.796], [-1.076, 1.881, -1.328], [-0.518, -0.051, 0.603], [-2.775, 4.647, -3.380], [1.406, -2.461, -0.227], [-0.637, 0.122, -0.184], [0.075, -0.566, 0.590], [0.066, -0.264, 0.088], [-0.641, 0.604, 0.582], [-0.300, -0.890, 0.335], [0.680, 0.137, -0.462], [0.044, -0.157, -0.039], [0.869, 0.598, -0.539], [-1.312, -0.572, 0.268], [0.596, -0.733, -0.426], [-1.248, -0.771, -0.491], [0.264, -0.297, -3.193], [1.354, 0.949, 0.509], [1.195, -1.046, -2.154], [-0.377, 2.311, -1.217], [1.127, 0.007, 2.205], [-0.227, 2.390, 0.995], [-1.811, -1.023, 1.495], [0.376, -2.044, -1.489], [2.142, 1.422, -0.837], [-2.183, 1.153, 0.065], [-2.489, 0.294, -0.597], [-0.338, 1.206, 2.501], [-0.004, -0.488, -2.349], [-0.867, 2.236, 0.345], [0.879, -1.480, 1.253], [-0.222, 2.250, 1.421], [-0.530, -1.248, -2.094], [2.628, -0.459, 0.327], [1.630, 1.358, 1.172], [-2.462, 0.725, 0.513], [-0.201, -1.927, -1.290], [-1.378, 1.946, -1.075], [0.297, 1.937, 1.779], [0.320, 0.599, -2.184], [0.707, 0.450, 2.061], [-1.157, -1.907, 0.192], [1.021, -2.153, 0.628], [1.361, 1.858, 0.165], [-1.828, -1.260, -0.095], [-0.500, 2.235, -1.255], [-0.523, 1.134, -1.989], [2.052, 1.393, 0.872], [-0.478, -0.673, 2.183], [2.540, -0.573, -0.011], [-1.384, 1.245, 1.325], [0.687, -1.717, 1.517], [-1.842, -1.125, -1.423]], "largest_force_ev_per_a": 9.0, "charge": 1, "homo_energy_ev": -11.499, "smiles": "[H]/N=C(/C)Cc1nn[n+](C)n1CCCCCCCCCCCCOC", "e_lumo_ha": -0.1703, "homo_lumo_gap_ev": 6.87}